Entry 1:
2 unconnected molecules or ions with the total composition C3H11NO in a non-equilibrium geometry. Source: OMol25; level of theory: ωB97M-V/def2-TZVPD.

Cartesian coordinates (Å):
1 C -0.21 -2.22 -0.71
2 C -1.44 -1.33 -0.94
3 N -1.36 0.00 -0.19
4 H -0.35 -3.34 -1.10
5 H 0.65 -1.76 -1.27
6 H 0.00 -2.11 0.36
7 H -1.56 -1.15 -2.05
8 H -2.28 -1.91 -0.46
9 H -2.30 0.32 0.14
10 H -1.05 0.72 -0.88
11 C 1.96 2.24 1.03
12 O 0.54 2.38 1.48
13 H 2.39 3.33 0.91
14 H 2.67 1.77 1.80
15 H 2.06 1.55 0.11
16 H 0.26 1.51 1.78

charge = 0
relative energy (zero: lowest compared OMol25 entry of this formula, charge and spin) = 39.4 kcal per mole
2S+1 = 1
Kohn-Sham gap = 0.386 hartree
E_LUMO = 0.9 eV

Atom charges from the Mulliken analysis, given in e for atoms 1 to 5:
1 C -0.93
2 C -0.29
3 N -0.52
4 H 0.27
5 H 0.24


Entry 2:
2 unconnected molecules or ions with the total composition C3H11NO in a non-equilibrium geometry. Source: OMol25; level of theory: ωB97M-V/def2-TZVPD.

Cartesian coordinates (Å):
1 C -1.63 0.02 -0.55
2 N -0.28 -0.24 -0.17
3 C -0.15 -1.62 0.26
4 C 0.71 0.24 -1.08
5 H -2.32 -0.13 0.37
6 H -1.94 -0.69 -1.38
7 H -1.66 1.08 -0.89
8 H 0.58 -1.74 1.14
9 H -1.14 -1.94 0.73
10 H 0.01 -2.57 -0.35
11 H 1.72 -0.09 -0.81
12 H 0.74 1.38 -1.31
13 H 0.56 -0.23 -2.08
14 O 1.28 1.56 1.37
15 H 0.66 1.14 0.78
16 H 1.01 1.21 2.22

charge = 0
relative energy (zero: lowest compared OMol25 entry of this formula, charge and spin) = 36.3 kcal per mole
2S+1 = 1
Kohn-Sham gap = 0.359 hartree
E_LUMO = 0.9 eV

Atom charges from the Mulliken analysis, given in e for atoms 1 to 5:
1 C -1.08
2 N 0.13
3 C -1.01
4 C -1.05
5 H 0.28


Entry 3:
2 unconnected molecules or ions with the total composition C3H11NO in a non-equilibrium geometry. Source: OMol25; level of theory: ωB97M-V/def2-TZVPD.

Cartesian coordinates (Å):
1 C 2.20 -0.33 -0.76
2 C 0.72 -0.38 -0.36
3 N 0.74 -0.34 1.02
4 C -0.42 0.31 1.69
5 H 2.21 -0.73 -1.81
6 H 2.53 0.75 -0.73
7 H 2.85 -0.88 -0.08
8 H 0.07 0.38 -0.71
9 H 0.37 -1.32 -0.66
10 H 1.70 -0.28 1.27
11 H -0.72 1.20 1.09
12 H -0.12 0.64 2.74
13 H -1.16 -0.40 1.96
14 O -3.91 0.55 -1.82
15 H -3.44 1.15 -1.26
16 H -3.63 -0.33 -1.58

charge = 0
relative energy (zero: lowest compared OMol25 entry of this formula, charge and spin) = 39.1 kcal per mole
2S+1 = 1
Kohn-Sham gap = 0.335 hartree
E_LUMO = 0.8 eV

Atom charges from the Mulliken analysis, given in e for atoms 1 to 5:
1 C -1.25
2 C -0.19
3 N -0.27
4 C -0.83
5 H 0.33


Entry 4:
2 unconnected molecules or ions with the total composition C3H11NO in a non-equilibrium geometry. Source: OMol25; level of theory: ωB97M-V/def2-TZVPD.

Cartesian coordinates (Å):
1 C 1.62 0.80 -0.88
2 C 1.27 -0.62 -0.52
3 O 0.00 -0.75 0.06
4 C -1.06 -0.73 -0.89
5 H 2.57 0.84 -1.44
6 H 1.73 1.44 0.00
7 H 0.87 1.31 -1.49
8 H 1.34 -1.30 -1.38
9 H 1.99 -0.97 0.21
10 H -1.10 0.23 -1.42
11 H -0.88 -1.50 -1.64
12 H -1.96 -0.80 -0.30
13 N -1.61 1.08 2.06
14 H -0.87 1.66 2.44
15 H -2.02 0.61 2.85
16 H -1.25 0.42 1.39

charge = 0
relative energy (zero: lowest compared OMol25 entry of this formula, charge and spin) = 19.8 kcal per mole
2S+1 = 1
Kohn-Sham gap = 0.389 hartree
E_LUMO = 1.0 eV

Atom charges from the Mulliken analysis, given in e for atoms 1 to 5:
1 C -1.03
2 C -0.24
3 O -0.39
4 C -0.80
5 H 0.36


Entry 5:
2 unconnected molecules or ions with the total composition C3H11NO in a non-equilibrium geometry. Source: OMol25; level of theory: ωB97M-V/def2-TZVPD.

Cartesian coordinates (Å):
1 C 0.68 -1.84 1.98
2 C -0.13 -1.11 0.93
3 O 0.68 -0.31 0.13
4 H 0.05 -2.54 2.52
5 H 1.13 -1.14 2.69
6 H 1.49 -2.40 1.50
7 H -0.63 -1.88 0.32
8 H -0.93 -0.53 1.41
9 H 0.19 0.13 -0.66
10 C -0.81 2.17 -1.13
11 N -0.33 0.94 -1.77
12 H -1.18 2.89 -1.86
13 H -1.60 1.93 -0.43
14 H 0.02 2.62 -0.58
15 H 0.43 1.10 -2.41
16 H -1.08 0.49 -2.28

charge = 0
relative energy (zero: lowest compared OMol25 entry of this formula, charge and spin) = 19.4 kcal per mole
2S+1 = 1
Kohn-Sham gap = 0.357 hartree
E_LUMO = 0.8 eV

Atom charges from the Mulliken analysis, given in e for atoms 1 to 5:
1 C -1.19
2 C -0.08
3 O -0.62
4 H 0.36
5 H 0.30


Entry 6:
2 unconnected molecules or ions with the total composition C3H11NO in a non-equilibrium geometry. Source: OMol25; level of theory: ωB97M-V/def2-TZVPD.

Cartesian coordinates (Å):
1 N -1.70 1.71 -3.10
2 C -1.24 0.99 -1.96
3 O -1.73 1.52 -0.73
4 H -2.58 2.19 -3.23
5 H -1.19 1.60 -3.96
6 H -0.15 0.96 -1.99
7 H -1.60 -0.04 -1.93
8 H -1.44 2.45 -0.88
9 C 1.05 -1.09 2.80
10 C 1.82 -1.80 1.64
11 H 0.04 -1.47 2.96
12 H 1.59 -1.30 3.72
13 H 0.98 -0.04 2.56
14 H 2.07 -2.86 1.74
15 H 2.78 -1.28 1.63
16 H 1.30 -1.53 0.73

charge = 0
relative energy (zero: lowest compared OMol25 entry of this formula, charge and spin) = 26.1 kcal per mole
2S+1 = 1
Kohn-Sham gap = 0.370 hartree
E_LUMO = 1.0 eV

Atom charges from the Mulliken analysis, given in e for atoms 1 to 5:
1 N -0.45
2 C -0.09
3 O -0.53
4 H 0.17
5 H 0.14